# 1
The following is a quantum chemistry calculation of one molecule with the formula C2H4N4S2 at a distorted geometry, from the Open Molecules 2025 dataset.

XYZ file:
```
12
Properties=species:S:1:pos:R:3:forces:R:3
S 0.272 0.312 2.538 -0.746 0.881 -0.982
S 0.955 0.468 -2.781 -0.439 0.337 -0.310
N 0.446 1.067 -0.172 -2.407 1.874 -0.417
N -0.674 -0.831 -0.979 0.729 1.852 -0.649
N -1.301 -1.719 1.075 -0.090 1.369 1.535
N -0.383 0.444 0.925 1.301 1.131 -0.958
C 0.124 0.266 -1.417 0.097 -1.423 3.226
C -0.836 -0.669 0.305 -0.810 -2.936 1.198
H -1.576 -1.743 2.086 0.714 0.883 -1.710
H 1.212 -0.566 2.253 0.628 -0.534 -0.104
H -1.597 -2.514 0.600 -0.432 -1.219 -1.195
H -0.018 2.052 -0.321 1.456 -2.214 0.364
```
Forces are in eV/Å.

Values from the calculation:
Multiplicity: 1
LUMO level (eV): 0.01
Energy (eV): -29768.03209
SMILES: Nc1nc(=S)[nH]n1S
Charge: 0
Gap between HOMO and LUMO (hartree): 0.3159



# 2
The following is a quantum chemistry calculation of one molecule with the formula C2H4N6 at a distorted geometry, from the Open Molecules 2025 dataset.

XYZ file:
```
12
Properties=species:S:1:pos:R:3:forces:R:3
N 2.544 0.519 0.016 -2.952 -1.765 -0.819
N 2.526 -0.830 -0.075 6.202 4.159 1.487
N -1.718 -1.350 0.037 0.500 -3.800 -0.087
N -1.580 0.958 -0.192 -3.161 1.560 3.781
N 1.174 0.810 -0.074 2.950 -2.756 -0.584
N 1.396 -1.297 -0.048 -5.071 -4.219 -1.813
C -1.055 -0.306 -0.132 5.489 -0.970 -0.385
C 0.501 -0.388 -0.243 -1.867 4.642 1.909
H -1.095 -2.325 -0.052 -1.945 3.627 0.262
H -2.535 0.498 0.399 2.398 3.115 -1.994
H -1.087 1.961 0.305 -1.984 -4.649 -1.565
H 0.930 1.751 0.059 -0.560 1.058 -0.192
```
Forces are in eV/Å.

Values from the calculation:
Multiplicity: 1
LUMO level (eV): -0.19
Energy (eV): -11074.96010
SMILES: [H]/N=C(/N)c1nnn[nH]1
Charge: 0
Gap between HOMO and LUMO (hartree): 0.3712



# 3
The following is a quantum chemistry calculation of one molecule with the formula C2H4N6 at a distorted geometry, from the Open Molecules 2025 dataset.

XYZ file:
```
12
Properties=species:S:1:pos:R:3:forces:R:3
N 0.556 -1.289 -0.032 -1.389 -0.161 0.134
N 1.963 0.534 0.095 -4.374 0.271 -1.540
N 1.695 -0.877 0.086 1.389 1.085 0.058
N -1.531 1.646 0.052 1.017 1.446 0.596
N -0.599 -0.460 -0.093 2.936 -3.922 0.134
N -1.701 -1.274 -0.047 -0.281 -5.105 0.870
C -0.521 0.871 -0.014 -3.635 -0.663 -0.856
C 0.829 1.224 -0.169 5.053 -0.175 2.301
H -1.756 -1.702 0.975 -0.058 1.472 -2.236
H -1.326 -2.331 -0.549 -1.336 4.263 1.440
H -2.434 1.257 0.308 0.358 -0.518 -0.395
H 0.993 2.244 -0.064 0.319 2.009 -0.507
```
Forces are in eV/Å.

Values from the calculation:
Multiplicity: 1
LUMO level (eV): -0.91
Energy (eV): -11073.86935
SMILES: [H]/N=c1/cnnnn1N
Charge: 0
Gap between HOMO and LUMO (hartree): 0.3144



# 4
The following is a quantum chemistry calculation of C2H4N6 as an isolated structure at a distorted geometry, from the Open Molecules 2025 dataset.

XYZ file:
```
12
Properties=species:S:1:pos:R:3:forces:R:3
N 1.677 -0.943 -0.057 -0.318 -5.521 4.670
N -1.550 1.005 0.320 3.478 0.520 -0.567
N -1.135 -0.485 -1.291 -2.321 -3.923 -5.770
N 1.164 0.860 1.174 -2.218 -0.467 -1.255
N 0.354 1.971 1.313 0.678 0.213 1.294
N -0.859 2.025 1.029 -1.197 -0.629 -0.555
C 0.712 -0.064 0.343 -1.125 5.607 -0.193
C -0.652 0.252 -0.354 3.040 -1.076 4.955
H -0.812 -1.469 -2.137 -0.992 4.655 4.110
H -2.091 -0.037 -1.333 0.599 -1.673 -1.214
H 2.102 -1.284 1.104 -0.792 1.678 -4.503
H 1.092 -1.832 -0.110 1.168 0.617 -0.970
```
Forces are in eV/Å.

Values from the calculation:
Multiplicity: 1
LUMO level (eV): -0.48
Energy (eV): -11072.98234
Charge: 0
Gap between HOMO and LUMO (hartree): 0.3127



# 5
The following is a quantum chemistry calculation of an isolated ion of composition C2H4NO and charge +1 at a distorted geometry, from the Open Molecules 2025 dataset.

XYZ file:
```
8
Properties=species:S:1:pos:R:3:forces:R:3
O -1.243 1.315 -2.181 -3.662 0.803 -1.057
N 0.489 -0.656 0.553 3.191 0.520 -0.079
C -0.670 0.594 -1.362 3.089 -7.893 5.680
C -0.199 -0.633 -0.659 -4.461 6.580 -7.191
H -2.345 1.435 -2.185 3.766 -0.680 0.368
H 0.921 0.253 0.586 0.984 0.477 0.601
H -0.090 -0.678 1.328 -1.830 -0.470 2.254
H 1.247 -1.387 0.679 -1.077 0.664 -0.576
```
Forces are in eV/Å.

Values from the calculation:
Multiplicity: 1
LUMO level (eV): -5.07
Energy (eV): -5663.58391
SMILES: [NH3+]C#CO
Charge: +1
Gap between HOMO and LUMO (hartree): 0.3404



# 6
The following is a quantum chemistry calculation of a 2-piece molecular cluster, C2H4NO overall at a distorted geometry, from the Open Molecules 2025 dataset.

XYZ file:
```
8
Properties=species:S:1:pos:R:3:forces:R:3
O 1.689 -0.145 1.214 0.214 0.598 1.598
N 1.306 -0.225 0.122 -0.043 -1.463 -3.578
C 1.010 -0.479 -1.002 -0.864 1.649 6.124
C -1.278 0.295 0.451 1.559 1.257 -1.813
H -0.660 0.344 1.349 -0.631 -1.145 0.309
H 1.038 -0.660 -1.981 0.090 -0.549 -3.565
H -1.904 -0.397 -0.116 0.055 -0.442 1.011
H -1.202 1.267 -0.036 -0.381 0.095 -0.086
```
Forces are in eV/Å.

Values from the calculation:
Multiplicity: 1
LUMO level (alpha / beta) (eV): -8.66 / -8.66
Energy (eV): -5661.80259
Charge: +1
Gap between HOMO and LUMO (alpha / beta) (hartree): 0.2642 / 0.2643



# 7
The following is a quantum chemistry calculation of a 2-piece molecular cluster, C2H4NO2 overall at a distorted geometry, from the Open Molecules 2025 dataset.

XYZ file:
```
9
Properties=species:S:1:pos:R:3:forces:R:3
O 0.527 -1.029 -1.692 1.440 0.857 -0.146
O 1.477 0.810 -0.766 0.208 -0.392 -0.302
N -1.992 -0.303 1.367 0.722 1.680 -0.663
C -0.799 0.104 1.039 -1.664 -1.029 -0.166
C 1.439 -0.149 -1.580 -1.249 0.164 0.357
H 2.303 -0.136 -2.301 -0.160 -0.510 -0.082
H -2.373 0.198 2.190 0.817 -0.840 0.189
H -0.123 0.606 1.756 -0.301 0.274 -0.521
H -0.457 -0.101 -0.012 0.187 -0.205 1.334
```
Forces are in eV/Å.

Values from the calculation:
Multiplicity: 1
LUMO level (eV): 4.45
Energy (eV): -7724.19525
Charge: -1
Gap between HOMO and LUMO (hartree): 0.3156



# 8
The following is a quantum chemistry calculation of an isolated ion of composition C2H4NO2 and charge -1 at a distorted geometry, from the Open Molecules 2025 dataset.

XYZ file:
```
9
Properties=species:S:1:pos:R:3:forces:R:3
O -1.406 -0.340 -2.088 0.146 0.104 -0.057
O 0.918 -1.090 1.214 0.237 -0.096 -0.120
N -0.058 0.427 -0.401 0.420 0.022 0.660
C 0.672 0.166 0.986 -0.967 -1.114 -0.297
C -0.768 -0.490 -1.034 -0.646 -0.034 -0.119
H -0.030 1.373 -0.751 -0.152 -0.061 -0.317
H 1.537 0.824 0.847 0.451 0.542 0.240
H -0.806 -1.445 -0.495 0.328 0.023 0.033
H -0.059 0.576 1.723 0.182 0.612 -0.024
```
Forces are in eV/Å.

Values from the calculation:
Multiplicity: 1
LUMO level (eV): 4.53
Energy (eV): -7724.22699
SMILES: O=CNC[O-]
Charge: -1
Gap between HOMO and LUMO (hartree): 0.2780



# 9
The following is a quantum chemistry calculation of a 2-piece molecular cluster, C2H4NO2 overall at a distorted geometry, from the Open Molecules 2025 dataset.

XYZ file:
```
9
Properties=species:S:1:pos:R:3:forces:R:3
O 1.176 1.100 2.532 0.065 0.817 0.256
O 0.689 -0.015 -1.116 0.084 -0.434 0.218
N -0.680 -1.833 -1.710 0.056 -0.162 0.523
C -0.402 -0.660 -1.214 0.245 0.936 -0.359
C 0.331 1.231 1.679 0.527 -1.438 0.243
H -0.020 0.300 1.217 -0.499 0.438 -0.456
H -1.270 -0.059 -0.867 -0.455 -0.262 -0.017
H 0.230 -2.270 -1.879 0.011 -0.014 -0.315
H -0.055 2.208 1.359 -0.033 0.119 -0.093
```
Forces are in eV/Å.

Values from the calculation:
Multiplicity: 1
LUMO level (eV): 3.99
Energy (eV): -7723.80149
Charge: -1
Gap between HOMO and LUMO (hartree): 0.2736



# 10
The following is a quantum chemistry calculation of an isolated ion of composition C2H4NO2 and charge -1 at a distorted geometry, from the Open Molecules 2025 dataset.

XYZ file:
```
9
Properties=species:S:1:pos:R:3:forces:R:3
O 0.201 -0.715 2.202 0.093 -0.105 0.140
O 0.350 0.794 -2.203 0.099 0.034 -0.011
N 0.322 -0.153 -0.103 -0.456 -0.562 0.874
C -0.521 -0.575 1.132 -0.137 0.309 0.023
C -0.097 0.645 -1.064 0.041 0.281 -0.093
H 1.100 -0.792 -0.155 0.226 0.243 -0.634
H -0.948 1.262 -0.698 0.017 -0.153 -0.210
H -1.023 -1.507 0.755 -0.024 -0.007 0.047
H -1.335 0.206 1.174 0.141 -0.038 -0.136
```
Forces are in eV/Å.

Values from the calculation:
Multiplicity: 1
LUMO level (eV): 4.43
Energy (eV): -7724.24116
SMILES: O=CNC[O-]
Charge: -1
Gap between HOMO and LUMO (hartree): 0.2741